The following is a quantum chemistry calculation of 10 unconnected molecules or ions with the total composition C60H39F9NO22S in a non-equilibrium geometry, from OMol25.

Relative energy (zero: lowest compared OMol25 entry of this formula, charge and spin), kJ/mol: 0.0
HOMO, eV: -4.916
Total charge: -1
LUMO, eV: -0.744
Max |F|, eV/Å: 6.6
Kohn-Sham gap, eV: 4.172

The geometry in XYZ format:
```
132
Properties=species:S:1:pos:R:3:forces:R:3
O 4.411628 -1.411911 -2.071836 -0.9 1.8 0.7
C 3.451219 -1.789401 -2.782257 2.4 -3.1 -1.0
O 3.593529 -2.845734 -3.493915 -2.2 2.1 0.5
C 2.088984 -0.995834 -2.760184 0.6 -1.3 -0.6
N 2.211781 0.083135 -1.750734 -2.5 0.4 -0.7
S 1.087249 1.324803 -1.947172 4.6 4.6 -0.4
O 1.183455 2.011454 -3.244256 -1.5 -2.2 0.5
O 1.422975 2.331328 -0.931315 -1.2 -1.9 0.1
C -0.651148 0.793530 -1.544918 -0.3 -1.2 1.6
F -0.571457 0.076061 -0.358941 -0.1 0.9 -1.3
F -1.374941 1.917355 -1.248390 0.7 -1.1 -1.1
C -1.354417 -0.161267 -2.593663 1.0 -0.7 -0.8
F -0.705982 -0.127091 -3.809672 -0.8 0.4 1.2
F -1.187471 -1.453693 -2.153353 -0.9 1.6 -0.4
C -2.857682 0.188978 -2.904082 -0.2 -0.1 -1.2
F -2.943653 1.422694 -3.501851 0.2 -1.2 1.1
F -3.291297 -0.704981 -3.866358 0.6 0.7 1.2
C -3.854166 0.089642 -1.683795 -2.0 -0.2 0.5
F -4.144639 1.285143 -1.110502 0.7 -1.2 -0.8
F -3.453535 -0.752288 -0.698134 0.2 0.8 -1.1
F -5.032259 -0.426249 -2.170772 1.2 0.7 0.6
H 1.905253 -0.637356 -3.808798 0.1 -0.2 1.0
H 1.312849 -1.751561 -2.460706 0.6 0.9 -0.2
H 3.122522 0.571066 -1.810777 -0.1 -0.4 0.2
C -3.250054 -3.911400 -3.397670 -0.2 0.0 -0.1
C -4.483410 -4.311224 -3.701453 0.1 0.1 0.0
C -5.089329 -5.493761 -3.049517 -0.1 0.0 0.0
O -6.215192 -5.860528 -3.327803 0.1 0.0 0.0
C -4.273621 -6.214423 -2.046290 0.1 0.0 0.1
C -3.040294 -5.815472 -1.741844 -0.2 -0.2 0.0
C -2.432961 -4.631578 -2.393658 0.3 0.1 0.1
O -1.312284 -4.265271 -2.115770 -0.1 -0.1 0.0
H -2.790504 -3.050243 -3.864224 0.1 -0.1 0.0
H -5.094707 -3.796117 -4.432044 0.0 0.0 0.0
H -4.734081 -7.076211 -1.579657 0.0 0.0 0.0
H -2.429540 -6.330608 -1.011162 0.0 0.0 0.0
C -1.085975 2.413059 -7.254299 0.1 -0.1 0.1
C -0.262947 1.431905 -6.886780 0.0 0.2 0.1
C -0.156495 0.182933 -7.676387 0.2 -0.1 0.1
O 0.589281 -0.712384 -7.343669 -0.1 0.1 -0.1
C -0.999231 0.069119 -8.890594 -0.2 0.1 -0.2
C -1.821123 1.050461 -9.256735 0.1 -0.2 -0.1
C -1.927208 2.298900 -8.466781 -0.1 0.2 0.0
O -2.676494 3.195055 -8.802899 0.0 -0.1 0.0
H -1.177344 3.332028 -6.689076 0.0 0.0 0.0
H 0.360031 1.500434 -6.001906 0.0 0.0 0.0
H -0.908159 -0.849933 -9.455935 0.0 0.0 0.0
H -2.444147 0.983714 -10.140000 0.0 0.0 0.0
C 6.454730 -0.826004 1.764264 0.0 0.1 -0.1
C 6.025256 -0.253920 0.640098 0.1 -0.2 -0.1
C 5.284377 1.031226 0.669399 -0.1 -0.1 -0.2
O 4.885468 1.561199 -0.346858 0.1 0.1 0.2
C 5.045178 1.650738 1.994545 0.0 0.1 0.2
C 5.476115 1.075886 3.114471 0.0 0.1 0.0
C 6.214480 -0.206345 3.084328 0.0 -0.2 0.0
O 6.610064 -0.729964 4.111388 -0.1 0.1 -0.1
H 6.995885 -1.763621 1.763768 0.0 0.0 0.0
H 6.192429 -0.695361 -0.336082 -0.2 0.0 -0.1
H 4.503555 2.588393 1.997590 0.0 0.0 0.0
H 5.308749 1.514452 4.090579 0.0 0.0 0.0
C 7.546288 1.021629 -5.064738 0.3 0.0 0.0
C 8.634010 1.642302 -4.612205 -0.1 -0.1 -0.1
C 8.595222 2.459307 -3.377397 0.1 0.1 0.2
O 9.589673 3.027935 -2.966221 0.0 0.0 -0.1
C 7.302675 2.558070 -2.664947 -0.1 -0.1 0.0
C 6.213757 1.937477 -3.115902 0.0 0.1 0.1
C 6.250760 1.120259 -4.351201 -0.3 -0.2 0.0
O 5.262436 0.554982 -4.763188 0.1 0.2 -0.1
H 7.555681 0.421192 -5.965741 -0.1 0.0 0.0
H 9.588466 1.580577 -5.120240 0.0 0.0 0.0
H 7.293369 3.158732 -1.763952 0.0 0.0 0.0
H 5.261897 1.999235 -2.607375 0.0 -0.1 0.0
C -0.765434 5.449415 2.959455 0.1 -0.2 -0.2
C 0.063175 4.483993 3.359124 0.0 0.0 -0.3
C 0.191418 3.219863 2.596502 0.1 -0.1 -0.1
O 0.944185 2.339407 2.961222 -0.1 0.1 0.0
C -0.633239 3.070127 1.374784 -0.2 0.0 0.0
C -1.460158 4.034732 0.977345 0.0 -0.1 0.0
C -1.589010 5.297577 1.737784 -0.1 0.1 -0.1
O -2.343299 6.180021 1.373675 0.0 0.0 0.1
H -0.874834 6.376676 3.499134 0.0 0.0 -0.1
H 0.671546 4.574905 4.244670 0.0 -0.1 -0.1
H -0.525032 2.144319 0.834189 0.1 0.0 0.1
H -2.070765 3.942494 0.088012 0.0 0.0 0.0
C -1.180414 5.700315 7.478284 -0.1 -0.1 0.1
C -1.901750 6.169721 8.494253 0.1 -0.2 -0.1
C -2.282251 7.599021 8.570433 -0.1 0.1 0.2
O -2.938005 8.028394 9.497049 0.1 0.0 -0.1
C -1.830984 8.485110 7.472447 0.1 0.1 -0.2
C -1.109713 8.015393 6.456695 -0.1 0.2 0.0
C -0.729610 6.586456 6.381371 0.1 -0.1 -0.1
O -0.073111 6.156406 5.453613 0.0 0.5 0.9
H -0.892435 4.658996 7.406136 0.0 0.0 0.0
H -2.240353 5.536128 9.304224 0.0 0.0 0.0
H -2.118849 9.526302 7.544111 0.0 0.0 0.0
H -0.770969 8.648821 5.646280 0.0 0.0 0.0
C 11.123034 0.675609 7.163323 0.1 -0.1 0.1
C 11.241668 -0.647591 7.080668 0.1 0.1 0.1
C 10.183485 -1.476160 6.455998 -0.1 -0.1 -0.1
O 10.291673 -2.683414 6.382849 0.0 0.1 0.0
C 8.990832 -0.775674 5.926239 -0.1 0.0 0.0
C 8.873214 0.548160 6.009590 0.0 -0.1 0.0
C 9.929517 1.376040 6.633249 -0.1 0.2 -0.1
O 9.824605 2.584245 6.708463 0.1 -0.1 0.0
H 11.885082 1.297191 7.616690 0.0 0.0 0.0
H 12.106908 -1.175653 7.461949 0.0 0.0 0.0
H 8.228533 -1.394316 5.473046 0.0 0.0 0.0
H 8.007886 1.074922 5.628248 0.0 0.0 0.0
C -9.312562 -6.495134 -2.702014 0.1 -0.1 -0.1
C -8.787767 -7.717281 -2.625174 0.0 0.1 -0.1
C -9.463388 -8.796689 -1.870434 0.1 -0.1 0.0
O -8.985757 -9.911226 -1.797337 -0.1 0.1 0.0
C -10.745711 -8.466736 -1.205399 -0.2 0.1 0.1
C -11.270146 -7.245815 -1.282139 0.0 -0.2 0.1
C -10.593945 -6.165291 -2.037606 0.0 0.2 -0.1
O -11.074197 -5.052164 -2.108804 0.0 -0.1 0.0
H -8.831602 -5.694197 -3.248484 0.0 0.0 0.0
H -7.852607 -7.974728 -3.105227 0.0 0.0 0.0
H -11.225701 -9.268794 -0.658701 0.0 0.0 0.0
H -12.205618 -6.986977 -0.801945 0.0 0.0 0.0
C -5.081099 -2.130613 1.826868 0.1 0.1 0.0
C -4.800364 -1.125129 2.653759 0.0 -0.1 -0.2
C -5.421925 -1.037877 3.995168 0.1 0.2 0.1
O -5.169075 -0.121311 4.749572 0.0 -0.1 -0.1
C -6.365909 -2.112520 4.381511 -0.1 -0.2 0.0
C -6.646234 -3.117567 3.554503 0.0 0.1 0.2
C -6.024492 -3.204629 2.212948 0.0 -0.2 -0.2
O -6.278305 -4.122085 1.459186 0.0 0.1 0.1
H -4.637269 -2.210218 0.843347 0.0 -0.1 0.0
H -4.112365 -0.332223 2.387453 0.0 0.0 0.0
H -6.810069 -2.032840 5.365714 0.0 0.0 0.0
H -7.333968 -3.910560 3.820282 0.0 0.0 0.0
```
Positions in Å, forces in eV/Å.

Mulliken atomic charge list, values in e, 8 entries: number 1, O, carries -0.5719; number 2, C, carries 0.1642; number 3, O, carries -0.8074; number 4, C, carries 0.4212; number 5, N, carries -0.0662; number 6, S, carries 1.3191; number 7, O, carries -0.6417; number 8, O, carries -0.6566